No. 1
Computed, not measured: a 8-piece molecular cluster, C28H79N7O8 overall at a distorted geometry, with the ωB97M-V functional and the def2-TZVPD basis.

## Properties
ΔE to the lowest compared entry with this formula, charge and spin	0.089	eV
spin multiplicity	1
structure (SMILES)	COC[C@H](C)N.COC[C@H](C)N.COC[C@H](C)N.COC[C@H](C)N.COC[C@H](C)N.COC[C@H](C)N.COC[C@H](C)N.O
net charge	0

XYZ file:
```
122
Properties=species:S:1:pos:R:3:forces:R:3:lowdin_charge:R:1
O 2.993221 -4.025693 -0.393036 -1.0 -0.4 0.2 -0.246
O -1.351191 0.251742 1.291977 -0.1 -0.6 0.1 -0.214
O 2.984982 1.254643 2.372041 -0.4 0.2 -0.4 -0.201
O -4.630120 -4.124915 3.836176 1.5 -0.4 0.9 -0.171
O -5.821191 -1.582923 0.337249 -1.0 0.8 0.8 -0.191
O -0.489139 2.849728 -4.293331 -0.6 -0.1 -0.4 -0.186
O 0.160493 5.871398 0.531247 -1.7 0.0 0.9 -0.173
O 1.766158 -1.937221 -2.002717 -0.3 -0.7 0.6 -0.117
N -4.719418 -2.063636 5.758344 -0.5 -0.1 0.8 0.044
N 3.746996 -7.377405 -1.734004 0.3 0.1 0.1 0.038
N -3.371200 -2.359756 -2.301550 -0.6 0.6 -0.6 0.019
N 3.112464 2.925975 -3.604242 0.6 -0.6 1.3 0.021
N -0.921359 -1.686297 -0.611290 -0.7 0.1 0.4 0.048
N 3.016025 2.624064 -0.442206 -1.0 1.6 0.9 0.033
N 3.495384 5.665614 -0.771419 -0.7 -0.4 0.4 0.045
C -4.475996 -1.779044 4.356542 -0.2 0.1 1.0 -0.480
C -0.332543 -0.734563 1.537121 -0.8 0.7 -0.1 -0.195
C 1.089050 5.681071 -0.443941 0.8 -0.9 -1.4 -0.286
C 0.680848 2.521936 -3.625439 0.9 0.6 1.3 -0.243
C 4.188453 -3.345214 -0.402769 2.2 -0.4 -0.5 -0.126
C -4.466590 -2.606207 -1.303874 -0.6 0.1 -1.8 -0.420
C -4.668225 -1.388500 -0.410769 1.4 0.4 0.0 -0.241
C -5.790912 -4.116929 3.114642 -0.8 -0.6 -0.6 -0.123
C -3.879543 -2.963228 3.650937 0.0 0.5 -1.2 -0.215
C -1.609075 2.246087 -3.706149 0.3 0.2 0.7 -0.112
C -1.136196 5.600035 0.042576 -0.3 0.8 0.1 -0.089
C -0.700563 -1.997019 0.832312 -0.1 -0.6 -0.9 -0.411
C 2.431946 7.562160 0.490202 0.2 -0.3 0.6 -0.046
C -6.138054 -0.484538 1.231124 1.3 -0.4 -0.5 -0.055
C 1.937976 3.102381 -5.695890 -0.6 1.4 -0.6 -0.071
C 4.075614 1.977050 0.339312 -0.4 -0.2 0.6 -0.422
C -3.617644 -0.542232 4.269996 -0.4 0.5 -0.7 -0.062
C 3.923066 2.171106 1.862971 0.7 0.3 -0.4 -0.220
C 3.140675 -5.418906 -0.484587 -0.9 -0.7 1.4 -0.221
C -0.959221 1.456044 1.866995 1.5 0.3 0.0 -0.126
C -4.228061 -3.882214 -0.546743 0.6 0.1 0.3 -0.051
C 2.408684 6.047642 0.130199 0.9 1.6 0.6 -0.431
C 2.383283 1.722076 3.556518 0.8 -0.2 0.0 -0.118
C 0.430459 -3.019695 0.999573 -0.8 -0.8 0.1 -0.053
C 2.664034 -5.457511 -2.917279 0.4 0.6 -0.3 -0.046
C 5.422233 2.455484 -0.148169 0.8 0.2 0.4 -0.070
C 1.843800 3.329148 -4.202763 0.4 -1.2 0.2 -0.453
C 3.626280 -5.916700 -1.819893 -0.5 -0.2 -0.4 -0.437
H -5.048430 -4.070387 0.137001 -0.1 -0.1 0.0 0.059
H -1.221062 4.577391 -0.335214 0.0 0.0 0.0 0.082
H -1.630263 -2.404858 1.271045 0.2 0.1 0.0 0.117
H -2.490294 2.611436 -4.216848 -0.2 -0.2 -0.2 0.084
H 0.611026 -0.348259 1.121399 0.1 -0.1 0.4 0.136
H 3.080150 2.825685 -2.558853 -0.2 0.4 -1.1 0.036
H -0.313821 -0.900455 2.623728 0.5 0.0 -0.1 0.135
H 2.705626 3.762532 -6.109550 0.2 -0.3 0.0 0.077
H 6.234427 1.922259 0.363878 -0.2 -0.1 -0.2 0.078
H 1.422264 -2.584585 0.988941 0.1 0.2 0.0 0.068
H 4.603516 -5.467685 -2.012604 0.1 -0.3 0.0 0.135
H -1.717376 2.219144 1.756609 -0.3 0.0 0.1 0.086
H -2.651523 -0.692723 4.752002 0.0 0.1 0.1 0.083
H -6.025198 0.496399 0.737389 -0.3 -0.4 -0.1 0.092
H 2.169446 -2.713405 -1.540248 -0.7 0.9 -0.4 -0.012
H -5.397531 -2.718811 -1.896764 0.0 0.0 0.5 0.141
H -3.302165 -3.788383 0.039539 -0.1 -0.1 0.0 0.077
H 3.328593 6.083708 -1.679441 0.4 0.0 0.0 0.088
H -2.868479 -3.145727 4.010208 0.1 -0.1 0.0 0.134
H 3.104135 -5.631158 -3.902996 -0.2 -0.3 0.0 0.079
H 2.841511 -7.823852 -1.829143 0.0 0.1 0.0 0.070
H 1.450220 7.964445 0.750170 0.0 -0.1 -0.2 0.074
H -3.890114 -2.329846 6.278796 0.1 0.0 -0.2 0.079
H 0.573821 2.814682 -2.551235 0.1 -0.2 -0.3 0.112
H 0.842161 -1.878140 -1.640372 0.7 0.0 -0.2 0.001
H -6.137493 -5.146256 3.108676 -0.4 -0.1 0.0 0.097
H 4.898472 2.006846 2.367013 -0.3 0.1 -0.1 0.129
H 2.511755 5.556485 1.104305 0.1 -0.5 -0.3 0.133
H -5.481968 -1.567553 3.982612 0.2 0.1 -0.4 0.120
H -1.510912 1.157265 -3.739766 -0.3 -0.1 -0.1 0.087
H 5.034727 -3.995369 -0.098485 -0.4 0.1 0.3 0.101
H -5.417371 -0.452424 2.074597 -0.5 -0.2 -0.3 0.066
H 3.031464 7.692800 1.399804 0.1 0.1 -0.3 0.074
H 4.466813 -3.085207 -1.433748 -0.1 0.6 0.2 0.100
H -5.579461 -3.826628 2.080164 -0.4 0.3 0.0 0.066
H 0.388689 -3.756433 0.193031 0.0 0.2 -0.1 0.075
H -3.790058 -1.238481 0.261502 -0.2 -0.2 -0.2 0.121
H -1.676799 2.535197 -2.634410 -0.1 -0.1 -0.3 0.083
H -1.318789 -0.736732 -0.629260 0.3 -0.4 -0.1 0.075
H 2.489689 -4.375136 -2.875096 0.0 -0.2 0.1 0.065
H 4.161758 -2.506690 0.278581 -0.1 0.4 -0.1 0.092
H 1.695616 4.386515 -3.972678 -0.1 0.1 -0.2 0.131
H 2.097905 2.512934 0.028214 0.6 -0.6 -0.4 0.071
H -4.110613 -4.735786 -1.213797 -0.1 0.0 0.0 0.082
H -1.843905 5.777676 0.848814 0.0 -0.2 0.2 0.088
H -1.399400 6.333258 -0.743007 0.1 -0.4 0.0 0.097
H -7.153676 -0.648323 1.561498 -0.1 0.1 0.2 0.088
H 1.859264 0.861675 3.955823 -0.3 0.1 0.3 0.083
H -1.713728 -2.243035 -0.985268 0.9 0.2 0.1 0.042
H 0.998822 3.430268 -6.165248 0.2 -0.3 0.1 0.076
H 3.180500 2.033430 4.250233 -0.3 0.0 0.1 0.091
H -0.025277 1.798142 1.369034 -0.4 0.2 0.1 0.083
H 0.876305 6.288812 -1.343706 0.0 0.0 0.1 0.143
H -3.857952 -2.725240 2.562487 0.3 -0.2 0.3 0.116
H 4.386643 5.940955 -0.391257 0.2 0.2 -0.2 0.081
H 3.722276 -5.789315 0.377227 0.5 0.1 -0.5 0.131
H 2.889401 8.143390 -0.306739 -0.1 0.1 -0.1 0.071
H -4.178754 0.261574 4.747085 0.3 0.1 0.3 0.084
H -0.652113 1.305237 2.915988 -0.5 0.2 0.0 0.083
H 5.543992 2.319269 -1.219766 -0.1 0.0 -0.1 0.077
H 2.151075 -5.850219 -0.249487 0.0 0.2 -0.5 0.134
H 3.113454 3.681141 -0.361042 0.5 -1.5 -0.5 0.046
H 3.370574 1.978192 -3.898067 -0.2 0.4 -0.2 0.072
H 1.726928 2.579185 3.371311 -0.1 -0.1 0.0 0.086
H 1.695556 -5.951984 -2.838954 0.0 -0.1 0.0 0.082
H -5.378446 -2.830687 5.844527 0.2 0.0 0.1 0.072
H -4.699421 -0.465238 -1.027880 -0.3 -0.3 0.1 0.131
H 0.941012 1.447365 -3.601531 -0.3 0.1 -0.4 0.138
H 3.607083 3.209707 2.073462 0.1 -0.2 -0.1 0.121
H 1.111310 4.624264 -0.769864 -0.1 0.1 -0.1 0.113
H 2.129532 2.075902 -5.990037 0.1 -0.2 0.2 0.080
H 4.004729 0.886379 0.210657 0.0 0.2 -0.3 0.139
H 0.280838 -3.632173 1.901491 0.2 0.4 0.1 0.083
H -3.636638 -1.542710 -2.882979 0.3 -0.2 0.8 0.085
H 4.338986 -7.763968 -2.456937 0.0 0.1 0.0 0.069
H 5.610685 3.513516 0.086028 -0.3 -0.1 -0.1 0.074
H -3.377293 -3.065059 -3.049152 0.0 -0.2 0.8 0.084
H -3.462836 -0.211619 3.235217 0.2 -0.2 0.1 0.063
H -6.539496 -3.479608 3.585334 -0.3 0.1 -0.3 0.091
```
Positions in Å, forces in eV/Å.

***

No. 2
Computed, not measured: a 10-piece molecular cluster, C28H80N4O10 overall at a distorted geometry, with the ωB97M-V functional and the def2-TZVPD basis.

## Properties
ΔE to the lowest compared entry with this formula, charge and spin	0.000	eV
spin multiplicity	1
structure (SMILES)	COC[C@H](C)N.COC[C@H](C)N.COC[C@H](C)N.COC[C@H](C)N.CCO.CCO.CCO.CCO.CCO.CCO
net charge	0

XYZ file:
```
122
Properties=species:S:1:pos:R:3:forces:R:3:lowdin_charge:R:1
O 4.074743 2.733224 -3.315300 0.2 0.0 0.1 -0.078
O 4.568151 -1.497452 -1.879813 0.4 -0.3 0.1 -0.167
O -6.211126 -1.606773 -1.498914 0.3 -0.2 -0.1 -0.197
O 4.455367 0.179350 4.145723 -0.1 0.2 0.0 -0.078
O -0.456014 0.380191 0.233206 0.0 0.1 -0.1 -0.136
O -1.757334 2.123643 -4.119345 -0.1 0.3 -0.2 -0.224
O -1.454528 -2.026361 1.311977 -0.6 0.4 0.1 -0.132
O -3.614227 -0.451955 1.850014 -0.2 0.1 0.2 -0.223
O 0.993365 -4.641263 3.953007 0.3 0.3 0.3 -0.093
O 0.468198 3.901006 4.145779 0.0 0.1 -0.1 -0.082
N 4.872990 -1.603859 -5.533441 -0.3 0.2 -0.2 0.031
N -2.389977 2.746996 3.227521 0.3 -0.6 -0.5 0.063
N -4.273719 1.198461 -2.909616 -0.3 0.6 -0.3 0.042
N -1.870566 2.646905 -1.119555 -0.6 0.3 -0.1 0.064
C 0.217428 -3.462062 3.657152 0.3 -0.6 0.3 -0.303
C 0.955173 3.370076 1.867607 -0.5 0.1 -0.7 -0.089
C -3.654993 0.747456 2.624682 0.7 0.2 0.3 -0.164
C 3.272724 2.079847 -2.323860 -0.1 0.5 -0.5 -0.309
C 1.527908 3.584040 3.249734 -0.2 -0.7 -0.5 -0.298
C -3.539731 -0.756744 -1.674935 -0.3 -0.3 -0.1 -0.044
C 0.883523 0.115903 -0.182800 -0.9 -0.2 0.1 -0.274
C 3.558222 2.790705 -1.019821 0.0 -0.1 0.5 -0.092
C -4.612534 -0.183468 -2.612047 1.0 -0.7 -0.2 -0.423
C -2.016463 -3.177520 0.681798 0.4 0.2 -0.1 -0.299
C 4.114210 -1.185419 3.978084 0.0 -0.7 0.8 -0.327
C 0.190699 3.843626 -1.462626 0.5 0.6 -0.1 -0.074
C -5.983962 -0.299647 -1.990472 -0.3 0.5 0.8 -0.213
C -4.918231 -0.924914 1.634456 -0.7 -0.9 0.3 -0.112
C -0.940675 -3.820971 -0.168739 -0.1 -0.1 0.5 -0.066
C -1.085859 3.331603 -2.133034 1.2 -1.4 0.8 -0.390
C 5.231478 -0.784119 -0.872879 -0.7 0.9 1.1 -0.116
C 4.510739 -2.098127 -4.207545 0.1 -0.2 0.1 -0.442
C -0.640624 2.374329 -3.279427 -0.7 1.5 0.2 -0.184
C -1.443577 1.765495 -5.439986 0.7 -0.7 -0.3 -0.106
C 3.048817 -1.538652 5.013529 0.2 1.2 -0.3 -0.084
C 4.924123 -3.549172 -3.990345 -0.1 -0.3 0.5 -0.064
C -2.256326 1.367293 2.701910 -1.0 0.3 0.1 -0.427
C -1.335156 0.585569 3.604277 1.3 -0.6 -0.6 -0.046
C 5.100877 -1.189130 -3.146890 -0.1 0.8 -0.7 -0.233
C -0.378678 -2.924090 4.947321 0.0 0.1 0.1 -0.068
C 1.737718 -0.266740 1.013081 0.0 -0.1 -0.2 -0.056
C -7.429737 -1.694876 -0.813008 -0.1 -0.3 0.2 -0.122
H -7.654552 -2.737647 -0.587284 0.1 -0.1 -0.5 0.090
H 0.860316 3.064860 -1.091790 -0.4 -0.3 0.0 0.034
H 4.643290 2.780250 -0.904189 0.0 0.1 0.2 0.082
H 4.909259 0.270279 -0.796067 0.4 0.1 -0.8 0.070
H 4.873049 -0.144382 -3.396572 -0.1 0.0 -0.1 0.110
H 4.621508 -4.203442 -4.809235 0.0 0.2 -0.1 0.072
H 2.284965 4.371284 3.218207 0.1 0.0 0.2 0.112
H -1.630959 4.195193 -2.508445 -0.2 -0.2 -0.4 0.142
H 1.957789 2.612899 3.524875 0.4 0.3 0.3 0.105
H 2.237143 -0.823757 4.845046 -0.4 -0.5 0.0 0.070
H -1.248863 0.687144 -5.551973 0.0 0.0 0.2 0.088
H -5.536612 -0.192926 1.110116 0.1 0.0 -0.1 0.079
H -1.356628 1.857003 -0.737410 0.0 0.0 0.0 0.034
H -5.428875 -1.203507 2.568573 0.2 0.5 0.2 0.100
H 0.223434 4.130637 1.578552 0.1 0.1 0.3 0.079
H -1.359968 -4.706488 -0.647054 0.2 0.0 -0.1 0.079
H -7.406736 -1.240296 0.184477 0.1 0.6 -0.2 0.077
H 3.405657 -1.294785 6.015344 0.2 -0.3 0.0 0.081
H 2.801799 -0.193776 0.782039 0.0 -0.1 0.1 0.054
H 0.333497 -2.298893 5.486809 0.1 -0.1 -0.1 0.057
H 3.774672 2.478720 -4.191867 0.0 -0.1 0.0 0.081
H 2.231286 2.155334 -2.656495 0.0 -0.1 0.4 0.088
H -6.811989 -0.008075 -2.651691 0.2 0.0 -0.3 0.126
H 6.008841 -3.630420 -3.874787 0.0 0.1 -0.1 0.080
H 1.567639 -4.795463 3.197186 0.0 -0.1 0.1 0.074
H -3.775077 -1.787357 -1.404629 -0.1 0.1 -0.2 0.060
H 1.171351 1.020114 -0.722744 0.4 0.0 0.3 0.074
H -1.870055 1.383899 1.678992 0.2 -0.1 0.1 0.108
H 0.876539 -0.683578 -0.933337 0.2 -0.1 0.1 0.115
H 6.199154 -1.228156 -3.209342 0.1 -0.4 0.5 0.131
H 3.425283 -1.993521 -4.118915 0.0 -0.1 -0.1 0.142
H 0.130962 2.961764 -3.793482 0.1 -0.5 -0.5 0.113
H -3.462251 -0.202843 -0.736813 0.1 0.2 -0.1 0.075
H 2.743853 -2.578993 4.943055 -0.2 0.0 0.0 0.067
H -4.819623 1.546410 -3.695130 -0.2 0.0 0.2 0.082
H 5.020894 0.464676 3.423515 0.0 -0.1 0.0 0.079
H -2.876892 -2.917091 0.059615 0.0 0.1 0.1 0.087
H 3.554853 1.021612 -2.263616 -0.2 0.1 0.1 0.080
H 0.443742 2.410298 1.751093 0.0 0.0 0.2 0.053
H 4.977156 -1.827170 4.194545 0.1 0.1 -0.4 0.109
H -0.524749 -3.792371 2.930994 -0.2 0.5 0.0 0.084
H 5.844103 -1.772873 -5.772848 0.0 -0.1 0.2 0.073
H -2.260274 1.986714 -6.126363 -0.1 0.3 0.3 0.087
H -2.198661 -1.505399 1.700065 0.3 -0.3 -0.2 0.058
H 1.491876 -1.292222 1.294725 0.1 -0.1 0.0 0.066
H -2.724133 2.290026 -1.540108 -0.1 0.0 0.2 0.036
H -2.581745 -0.784534 -2.197273 0.1 0.2 0.1 0.084
H 3.094721 2.325766 -0.143869 0.2 -0.4 -0.2 0.050
H -0.019558 4.492219 -0.612179 -0.3 -0.1 -0.1 0.071
H -4.354663 1.442782 2.154451 0.0 0.1 0.0 0.128
H -3.311407 1.315597 -3.237812 -0.2 -0.4 0.2 0.039
H 0.821153 3.931072 5.039348 0.0 0.0 0.0 0.089
H -1.419784 3.057217 3.259327 -0.2 0.5 0.4 0.028
H -0.667307 -3.720586 5.633782 -0.1 -0.2 -0.2 0.079
H 0.818185 4.425795 -2.147303 -0.2 0.0 -0.1 0.086
H -1.252874 -2.302058 4.752936 0.0 -0.1 -0.1 0.062
H -0.897781 -0.416509 0.583962 0.5 -0.2 -0.2 0.051
H 1.709056 3.389317 1.076983 0.2 0.1 0.3 0.051
H -1.613228 0.495402 4.652614 -0.4 0.2 0.0 0.090
H 4.327671 -2.128447 -6.207835 0.1 0.1 -0.1 0.069
H -2.342760 -3.871200 1.462997 -0.1 -0.1 -0.1 0.112
H -0.531689 -3.138512 -0.912682 -0.2 0.1 -0.1 0.072
H 3.214556 3.823226 -0.945110 0.1 0.1 -0.6 0.077
H -0.521413 2.263356 -5.758609 -0.2 0.2 -0.2 0.084
H -6.028156 0.399064 -1.139030 0.1 0.1 -0.1 0.123
H -0.258266 1.421361 -2.907482 0.3 0.1 0.2 0.127
H 6.314889 -0.851948 -0.967727 0.1 0.0 0.1 0.095
H 1.499590 0.337166 1.889355 0.1 0.3 -0.1 0.066
H -0.117502 -4.112032 0.487675 0.0 -0.1 -0.1 0.068
H 0.879151 -2.706002 3.226357 -0.2 0.1 -0.2 0.091
H -0.329945 1.023747 3.562302 -0.1 0.3 0.2 0.067
H 4.876206 -1.077711 0.121412 0.3 -0.9 -0.2 0.077
H -4.558754 -0.784498 -3.531412 -0.3 -0.2 0.1 0.138
H -1.131262 -0.413101 3.199652 -0.4 0.0 0.1 0.058
H -3.985537 0.534493 3.646305 -0.3 -0.1 0.0 0.133
H 3.733416 -1.385236 2.973609 0.1 0.0 -0.1 0.091
H -4.925565 -1.874827 1.095331 0.4 0.3 -0.4 0.090
H -2.819863 3.302859 2.490353 0.0 0.1 0.1 0.074
H 4.486428 -3.969596 -3.080524 0.0 0.1 0.0 0.076
H -8.215437 -1.259736 -1.431975 -0.3 0.0 0.2 0.088
```
Positions in Å, forces in eV/Å.